DFT (the ωB97M-V functional and the def2-TZVPD basis) results for a cluster of 12 separate species, C46H120N4O15 in total.

Properties
LUMO energy ... 0.68 eV
Total charge ... 0
HOMO-LUMO gap ... 9.24 eV
HOMO level ... -8.564 eV

Geometry as XYZ:
```
185
Properties=species:S:1:pos:R:3:forces:R:3:mulliken_charge:R:1
C 0.24345 3.42920 -2.67056 -0.15 0.88 -0.37 -0.18
C -0.75994 4.55872 -2.89915 -1.28 -0.27 2.13 0.44
C -1.61333 4.83213 -1.61513 -0.03 0.27 -1.23 -1.27
O -0.21068 5.84089 -3.19044 0.34 -0.37 -0.52 -0.64
H -0.13257 2.64177 -2.06197 -0.80 -0.57 0.54 -0.74
H 1.12121 3.75039 -2.12658 0.44 0.30 -0.21 0.24
H 0.46412 2.94889 -3.60420 0.72 -0.10 -0.53 0.50
H -1.51220 4.22161 -3.62382 0.33 0.28 -0.50 0.21
H -2.20294 3.97122 -1.29524 0.00 -0.03 -0.19 0.19
H -2.25881 5.69524 -1.83816 -0.07 -0.38 0.09 0.46
H -0.99418 5.13848 -0.80234 0.69 0.10 0.66 0.27
H 0.42933 5.77859 -3.91248 -0.18 -0.12 0.13 0.35
C 6.73281 2.63081 4.56511 1.14 -1.07 1.42 -1.38
C 5.64176 1.93874 5.36171 1.53 -1.18 -0.30 0.68
C 5.34741 2.51690 6.72207 1.68 0.50 0.49 -1.44
O 4.49547 1.76538 4.59548 -1.22 -0.80 0.05 -0.42
H 6.37103 3.59196 4.26793 0.08 0.65 -0.88 0.44
H 7.17520 1.92257 3.80749 -0.79 1.20 0.32 0.24
H 7.52448 2.79169 5.32722 -0.08 0.19 -0.65 0.43
H 6.11196 0.93016 5.51151 -0.86 0.38 0.20 0.16
H 4.61011 1.92874 7.21587 -0.80 -0.28 0.33 0.37
H 5.09497 3.57911 6.73547 -0.32 -0.06 -0.27 0.30
H 6.27155 2.44331 7.34523 -0.54 -0.03 -0.39 0.40
H 4.42466 2.41144 3.90163 0.16 0.48 -0.31 0.19
C 3.58843 -0.91098 -2.79592 -0.74 -0.98 0.07 -1.19
C 3.04346 0.34919 -3.40724 -0.30 1.53 -0.44 0.87
C 1.87344 0.17152 -4.35520 -0.54 -0.97 1.81 -1.11
O 2.55465 1.25664 -2.42280 1.28 0.32 1.46 0.02
H 4.49881 -0.67214 -2.27299 0.52 -0.07 0.24 0.42
H 3.79708 -1.72294 -3.55350 -0.29 0.81 0.87 0.40
H 2.85553 -1.24728 -2.01620 0.53 -0.09 -0.75 -0.09
H 3.81845 0.85592 -4.00638 0.29 -0.15 0.23 0.08
H 0.94525 0.11967 -3.71422 0.74 0.16 -0.96 -0.18
H 2.03498 -0.76976 -4.81502 -0.26 -1.12 -0.74 0.58
H 1.83749 0.89298 -5.13313 -0.30 0.94 -0.38 0.39
H 3.27748 1.48555 -1.71938 -0.98 -0.40 -1.35 -0.29
C -0.15882 6.55225 2.91596 0.88 -1.56 -2.30 -1.63
C 0.85356 5.46920 3.19436 0.48 -1.41 -2.54 0.93
C 1.31995 5.44436 4.56699 -0.17 -0.17 3.80 -1.18
O 0.40487 4.13003 2.82611 -0.59 0.71 0.35 0.11
H 0.33911 7.46597 2.92457 0.69 1.84 0.37 0.56
H -0.96539 6.52398 3.55665 -1.74 0.03 1.67 0.36
H -0.54133 6.44664 1.89513 0.01 -0.13 0.06 0.18
H 1.74537 5.59337 2.49406 -1.02 0.12 0.81 0.14
H 1.69149 6.41018 4.92716 0.09 0.04 -0.27 0.41
H 2.11052 4.70778 4.75013 -0.13 0.07 -0.23 0.17
H 0.49667 5.18817 5.34358 0.94 0.27 -1.42 0.18
H -0.46107 3.94967 3.25883 0.50 0.14 -0.39 0.00
C -6.09510 -0.58219 2.26231 3.08 1.56 1.68 -1.58
C -4.94238 -0.39493 1.26247 -0.15 0.47 -1.00 0.51
C -5.31639 -1.09837 -0.08966 1.12 0.49 0.49 -1.05
O -4.55285 1.02120 0.99136 -0.10 -2.08 1.06 -0.05
H -7.03934 -0.35585 1.86700 -1.35 0.14 -0.60 0.33
H -5.89347 0.07435 3.19564 -0.42 -1.11 -1.39 0.21
H -5.94534 -1.61262 2.52622 -0.70 -0.60 0.47 0.49
H -4.02583 -0.83723 1.66130 -0.11 0.08 0.05 0.39
H -4.52615 -0.75353 -0.79715 -0.52 -0.88 0.19 0.07
H -6.24088 -0.68296 -0.43118 -0.65 0.40 -0.30 0.34
H -5.48912 -2.20417 -0.05014 0.69 0.90 0.15 0.38
H -5.23678 1.33566 0.41861 -0.79 0.55 -0.90 -0.05
C -1.46162 0.20127 -0.42411 -0.38 0.04 -1.49 -0.01
C -0.14334 0.13950 0.30952 -0.83 0.06 0.68 2.38
C 0.09323 1.48577 0.95501 0.43 -0.59 0.41 -0.05
O -0.39875 -0.79780 1.35341 0.70 -1.06 0.32 -0.67
H -2.24912 0.50263 0.26283 0.05 0.33 0.17 -0.37
H -1.83341 -0.77479 -0.81029 0.63 0.49 0.00 -0.28
H -1.39703 0.96859 -1.24527 -0.24 -0.79 0.56 -0.15
H 0.72372 -0.15370 -0.30229 -0.32 -0.04 -0.05 -0.33
H -0.76892 1.66257 1.65987 1.34 0.04 -0.34 -0.37
H 0.03296 2.17943 0.15377 0.05 1.18 -0.52 -0.11
H 1.14373 1.51855 1.35028 -1.34 0.28 0.28 -0.28
H 0.43658 -1.20512 1.62020 -0.22 0.14 0.06 0.28
C -3.20222 -1.28363 -3.93319 2.00 0.34 -0.29 -0.88
C -3.18206 -0.53084 -5.25133 -0.53 0.13 -0.72 0.71
C -1.88811 0.18458 -5.55008 2.42 -2.19 -0.81 -0.95
O -3.51431 -1.45260 -6.34371 0.00 1.32 0.75 -0.60
H -4.11496 -1.85371 -3.79267 0.14 -0.04 0.24 0.34
H -2.90801 -0.64422 -3.10612 -0.94 0.54 0.33 -0.11
H -2.25641 -1.86175 -3.89471 -0.71 -0.80 -0.34 0.36
H -3.92440 0.25963 -5.24220 -0.71 -0.16 -0.12 0.18
H -1.47480 0.71120 -4.71305 -0.15 0.65 0.63 0.03
H -1.84995 0.81975 -6.44958 -0.47 -0.27 0.39 0.42
H -1.07611 -0.63298 -5.71976 -1.19 1.17 0.07 0.16
H -3.22559 -2.29759 -6.01699 0.17 -0.68 -0.03 0.35
C -5.82141 4.02667 -1.11038 1.64 -0.56 -0.20 -1.47
C -6.32695 2.83514 -1.87625 -0.08 -1.43 0.87 0.55
C -5.30226 2.09952 -2.73490 -0.68 -1.67 0.64 -0.92
O -6.75986 1.74098 -0.92195 1.33 0.44 -2.34 -0.49
H -4.85850 3.92139 -0.56412 -0.77 -0.58 0.00 0.13
H -6.59784 4.37019 -0.50333 -1.10 0.62 1.47 0.52
H -5.59803 4.84601 -1.74782 0.00 0.72 -1.08 0.48
H -7.26591 3.14230 -2.41116 1.01 -0.36 0.06 0.29
H -5.94402 1.38334 -3.31911 1.18 0.48 0.15 0.25
H -4.54779 1.49844 -2.11569 -1.32 0.82 -0.50 -0.06
H -4.69733 2.73231 -3.34115 0.09 0.63 -0.82 0.51
H -7.14371 2.19373 -0.21467 -1.27 1.00 1.88 0.22
C -2.51893 0.55017 5.61678 -0.59 0.23 1.70 -1.38
C -2.24702 1.97181 5.13085 -1.10 -0.02 0.81 0.11
C -3.03140 2.32023 3.87174 0.23 1.84 1.61 -0.15
O -2.45866 3.52041 3.33821 0.17 0.44 -0.30 -0.29
C -3.21773 4.06859 2.24207 1.02 -0.83 0.08 -0.17
N -2.54781 2.82394 6.28686 -0.41 0.83 -0.41 -0.80
H -1.93775 0.36544 6.56514 -0.69 0.39 -0.81 0.36
H -2.23234 -0.26556 4.97717 -0.20 -0.13 -0.72 0.32
H -3.63517 0.51496 5.89616 1.52 -0.33 -0.49 0.31
H -1.23823 2.19330 4.96139 1.82 -0.33 -0.72 0.31
H -4.06375 2.59851 4.16473 0.09 -0.80 -0.34 0.33
H -2.91781 1.50633 3.21607 -0.41 -0.95 -1.38 0.02
H -3.98284 4.74186 2.58358 -0.72 0.06 0.38 0.38
H -3.59550 3.19559 1.71023 -0.40 0.36 -0.42 -0.21
H -2.57435 4.67529 1.59006 0.20 -0.42 0.24 0.06
H -3.52163 2.61809 6.46876 -0.30 0.38 0.53 0.32
H -2.50453 3.81769 6.00089 -0.05 -0.73 0.20 0.31
C -4.55066 -9.73558 -1.27623 -1.45 0.17 0.86 -0.68
O -4.75191 -8.33137 -1.25747 -0.47 0.18 -0.94 -0.41
C -4.35921 -7.69809 -0.07093 0.80 1.01 0.24 -0.50
C -2.77695 -7.56761 0.00230 -0.79 -0.49 0.83 -0.79
N -2.03441 -6.72681 -0.92681 -0.43 -1.14 -0.53 -0.10
C -2.23787 -5.28921 -0.94123 -0.37 -1.09 0.47 -0.76
C -1.03847 -4.68158 -1.61736 0.53 1.23 -0.94 0.06
O -1.10171 -3.28486 -1.46845 0.86 1.68 0.11 0.00
C 0.15990 -2.62934 -1.89331 -1.12 -3.30 0.77 0.09
H -3.71779 -9.97003 -1.90016 0.86 -0.43 -0.15 0.25
H -5.44420 -10.26028 -1.69949 0.55 0.63 0.28 0.22
H -4.45231 -10.05467 -0.21589 0.30 -0.36 -0.73 0.36
H -4.70351 -8.35181 0.73489 0.19 0.30 0.53 0.41
H -4.89174 -6.71921 0.00626 0.38 -0.71 -0.20 0.27
H -2.53764 -8.61264 -0.21739 0.67 0.14 0.02 0.48
H -2.42485 -7.40501 1.06488 -0.52 0.14 -1.01 0.29
H -2.11070 -7.12438 -1.85761 -0.02 0.10 0.07 0.28
H -2.16436 -5.06795 0.11165 -0.29 0.83 0.45 0.35
H -3.24884 -4.98501 -1.33751 1.07 0.10 0.18 0.24
H -1.04164 -4.82244 -2.71901 0.10 -0.75 0.34 0.30
H -0.06010 -5.01591 -1.19706 -0.76 -0.38 -0.15 -0.44
H 0.37837 -3.06533 -2.88022 0.28 0.58 0.02 0.60
H 0.94470 -3.00818 -1.18079 -0.38 0.82 -0.59 -0.02
H -0.02018 -1.58250 -1.89482 0.12 0.74 0.02 -0.63
C 4.44110 -1.07529 2.24646 1.92 0.84 -1.08 -0.65
O 4.85669 0.21025 1.66257 -0.80 -0.70 0.29 -0.58
C 3.75395 1.07767 1.38956 -0.47 -0.42 0.56 0.09
C 4.25858 2.35169 0.69862 0.50 0.17 -0.35 -0.85
N 4.67447 2.07335 -0.71463 0.22 0.44 0.38 -0.16
C 5.44227 3.08243 -1.55050 -0.62 -1.35 0.57 -1.04
C 4.58433 4.12452 -2.18251 0.42 1.03 1.10 -0.10
O 4.26482 5.16324 -1.22704 0.29 -0.34 -0.63 -0.32
C 3.67701 6.28442 -1.86333 -0.73 -0.30 0.07 -0.73
H 5.42628 -1.54189 2.46889 -0.84 -0.01 -0.13 0.35
H 3.87962 -1.68534 1.52678 0.06 0.17 0.05 0.15
H 3.89684 -0.96775 3.16457 -0.41 0.37 0.48 0.33
H 3.24775 1.33832 2.36249 0.39 -0.04 -0.80 0.51
H 3.00401 0.50023 0.79990 0.33 0.55 -0.03 -0.04
H 5.13366 2.68680 1.29821 -0.41 0.09 -0.23 0.42
H 3.49284 3.13736 0.70004 0.14 -0.23 0.08 0.45
H 5.26016 1.26189 -0.60460 0.34 -0.35 -0.28 0.25
H 5.81714 2.48931 -2.39908 0.09 0.04 0.33 0.42
H 6.30147 3.56552 -1.06867 -0.15 -0.20 0.29 0.34
H 3.71408 3.70022 -2.62563 -1.11 -0.42 -0.10 0.11
H 5.16018 4.51056 -3.00460 0.43 0.69 -0.45 0.52
H 3.07886 5.91881 -2.69671 -0.06 0.26 -0.32 0.28
H 4.35380 7.07391 -2.18215 0.60 -0.28 -0.24 0.27
H 2.98458 6.78103 -1.19423 -0.15 -0.16 0.43 0.25
C 0.85299 -4.66045 1.77531 -0.90 1.12 -1.30 -0.68
O 2.18793 -4.42747 1.47486 1.52 -1.00 -0.61 -0.07
C 3.06777 -5.60545 1.64510 -2.65 -0.04 -1.22 -0.47
C 4.32370 -5.19385 0.92086 -1.20 1.81 0.29 -1.02
N 4.12986 -4.86512 -0.49121 0.65 -0.87 -0.13 -0.23
C 3.62831 -5.97764 -1.31105 -1.11 2.27 -0.95 -0.29
C 3.87036 -5.81108 -2.83011 -0.21 -1.00 0.23 -0.86
O 3.03157 -4.83096 -3.37006 -0.38 1.02 -2.02 -0.10
C 3.07355 -4.70702 -4.84981 -1.43 0.60 0.81 -0.83
H 0.47452 -5.56638 1.29330 -0.10 -0.05 -0.11 0.33
H 0.24689 -3.76210 1.40643 0.73 -1.22 0.56 -0.03
H 0.77766 -4.76004 2.82228 -0.65 -0.14 1.49 0.40
H 2.55223 -6.54310 1.21057 0.66 1.38 0.19 0.33
H 3.10019 -5.82193 2.69920 0.71 0.07 0.62 0.48
H 5.09870 -5.86802 1.07253 1.42 -1.56 -0.04 0.57
H 4.64236 -4.28311 1.45482 0.05 -0.08 -0.40 0.17
H 3.47220 -4.12026 -0.55584 -0.38 0.67 0.03 0.15
H 2.52447 -6.09336 -1.15875 0.72 -0.40 -0.15 0.02
H 4.17172 -6.82782 -1.05578 0.67 -1.75 0.69 0.57
H 3.62860 -6.79384 -3.27649 -0.05 0.09 0.02 0.38
H 4.92761 -5.64832 -3.06253 0.08 0.37 0.18 0.39
H 2.60786 -3.71833 -5.19487 0.40 -1.34 1.03 0.13
H 2.51211 -5.52485 -5.37089 0.45 0.44 0.69 0.31
H 4.07516 -4.66955 -5.22519 0.85 -0.23 0.01 0.40
```
Positions in Å, forces in eV/Å.